Record 1
The following is a DFT calculation (ωB97M-V/def2-TZVPD) of a molecular structure, C39H33AsBrF6N5O5SSeW.

```
93
Properties=species:S:1:pos:R:3:forces:R:3
W 0.920544 0.957361 -0.501411 0.437 -0.292 0.224
C 1.887772 5.350597 0.662124 0.024 -0.011 0.012
C 1.980226 3.971598 0.460574 -0.003 0.022 -0.026
N 1.128152 3.276335 -0.280072 0.055 0.014 0.014
C 0.139021 3.987408 -0.879037 -0.030 0.045 0.044
C -0.076981 5.359512 -0.685577 -0.029 0.012 -0.004
C 0.846848 6.048288 0.115023 0.016 0.044 -0.004
C -1.215764 5.952815 -1.278692 0.022 0.017 -0.001
C -2.082915 5.186764 -2.002255 -0.020 -0.044 0.040
C -1.839732 3.813666 -2.207485 -0.092 0.123 0.071
C -0.709998 3.236687 -1.684958 -0.005 -0.075 -0.004
N -0.311422 1.893130 -1.808331 -0.084 -0.049 -0.079
C -0.668937 1.279797 -3.029113 0.016 0.004 0.118
C -1.064276 1.915535 -4.178306 -0.001 -0.004 -0.219
C -1.438298 1.159497 -5.309000 0.014 -0.018 0.036
C -1.407709 -0.205509 -5.289324 -0.022 0.003 -0.009
C -0.921391 -0.878400 -4.144768 -0.005 -0.014 -0.039
C -0.770466 -2.276632 -4.050314 -0.023 0.010 -0.038
C -0.226101 -2.812526 -2.920223 0.007 -0.006 0.057
C 0.207859 -1.959362 -1.893617 -0.023 0.019 -0.071
N 0.086833 -0.646364 -1.951493 0.091 0.159 0.127
C -0.515607 -0.112846 -3.043313 -0.043 -0.006 -0.064
H 2.632084 5.833520 1.278009 -0.003 -0.009 0.003
H 2.790279 3.440679 0.931399 0.005 0.018 0.013
H 0.728384 7.110125 0.290009 -0.009 -0.010 0.007
H -1.402165 7.007015 -1.122992 0.003 -0.005 0.010
H -2.978349 5.627025 -2.418082 -0.001 -0.005 -0.004
H -2.549661 3.225071 -2.771704 -0.022 0.073 0.127
H -1.093083 2.993502 -4.235437 0.070 -0.138 -0.102
H -1.760077 1.680995 -6.199883 0.005 0.009 0.001
H -1.716362 -0.782404 -6.151272 0.006 -0.003 0.006
H -1.078498 -2.907245 -4.875265 0.000 0.007 0.000
H -0.079716 -3.874166 -2.787860 -0.001 0.027 -0.017
H 0.669581 -2.373829 -1.017181 0.011 -0.082 0.051
O 5.004817 1.406762 3.333129 -0.014 0.010 -0.013
C 3.804359 1.411893 2.746234 0.076 -0.030 -0.081
C 2.609714 1.537070 3.482143 -0.063 -0.006 0.032
C 1.396071 1.491894 2.844261 -0.133 0.133 0.048
N 1.422867 1.386532 1.505743 -0.147 -0.420 -0.083
C 2.516636 1.288930 0.822576 0.000 0.099 -0.203
Br 2.724461 0.961980 -2.238843 -0.009 0.017 -0.075
C 3.778720 1.281227 1.353063 0.014 -0.011 0.086
H 4.928753 1.485920 4.291476 0.001 0.007 0.042
H 2.636583 1.642909 4.558889 0.021 -0.003 -0.003
H 0.440485 1.562662 3.345060 -0.010 0.001 -0.009
H 4.681063 1.188887 0.766519 0.002 -0.005 0.004
C -1.429272 -3.591408 4.685092 -0.001 0.004 -0.005
C -0.626260 -4.061338 3.505781 0.004 0.010 0.006
C 0.627900 -4.644956 3.669561 -0.005 -0.015 0.012
C 1.362443 -5.073191 2.578066 0.029 0.028 -0.036
C 0.858199 -4.888713 1.297530 0.040 0.023 0.024
C -0.398282 -4.329986 1.111985 -0.005 -0.004 -0.022
C -1.134439 -3.931797 2.216285 -0.018 0.033 -0.020
S 1.808987 -5.418188 -0.097106 -0.085 -0.055 0.051
O 2.097410 -6.808247 0.055643 -0.009 -0.010 -0.036
O 1.126934 -4.900828 -1.254326 0.058 -0.011 0.020
N 3.252778 -4.669234 -0.029144 -0.013 0.070 0.082
C 3.401814 -3.231220 -0.200631 -0.048 -0.013 -0.059
C 3.194270 -2.405259 1.082125 0.028 0.004 0.095
C 1.991272 -1.490130 1.122612 -0.034 -0.287 -0.058
O 1.322608 -1.345909 2.120275 -0.012 0.183 -0.086
O 1.761241 -0.869160 -0.033887 -0.208 0.284 0.083
H -0.871815 -3.697585 5.613824 -0.003 -0.002 0.000
H -2.352832 -4.165376 4.775836 0.002 0.002 0.005
H -1.706302 -2.542013 4.569347 0.008 -0.015 0.005
H 1.028485 -4.774455 4.667346 -0.001 -0.002 -0.005
H 2.324084 -5.552485 2.719730 -0.006 0.007 0.017
H -0.794513 -4.245186 0.107567 -0.005 0.029 0.019
H -2.128876 -3.518280 2.085974 0.020 0.023 -0.043
H 3.923519 -5.159431 0.546150 0.008 0.015 -0.048
H 2.704519 -2.927704 -0.978591 0.042 0.021 -0.023
H 4.394434 -3.057438 -0.611336 0.030 -0.017 0.035
H 4.055733 -1.753060 1.250908 0.027 0.009 -0.037
H 3.109502 -3.055639 1.950799 0.069 0.002 0.011
F -1.208083 2.366000 1.012388 -0.024 -0.103 -0.016
As -2.158329 3.245368 2.265079 -0.033 0.157 0.076
F -1.589651 2.068922 3.415653 0.066 -0.039 0.003
F -3.475832 2.197260 1.886943 -0.037 -0.012 -0.023
F -3.030302 4.093273 3.455856 -0.004 0.002 -0.005
F -2.640127 4.329308 1.007004 0.007 0.016 -0.010
F -0.718116 4.179827 2.531813 0.032 0.003 -0.004
Se -1.099904 -0.253843 0.800028 -0.010 0.046 -0.079
C -2.531042 -0.281378 -0.461486 -0.034 0.018 -0.027
C -2.968344 -1.532365 -0.887910 0.009 -0.006 0.003
C -3.983187 -1.615867 -1.830315 0.032 -0.014 0.006
C -4.576086 -0.458910 -2.314365 -0.004 0.015 -0.007
C -4.159282 0.783212 -1.852425 -0.026 -0.012 -0.013
C -3.129902 0.883261 -0.930729 0.008 0.022 0.069
H -2.515891 -2.436150 -0.498470 0.001 -0.020 0.023
H -4.318235 -2.586474 -2.171896 0.003 0.003 0.006
H -5.379912 -0.525648 -3.035720 0.006 0.002 0.003
H -4.652519 1.682099 -2.200729 0.007 -0.001 0.005
H -2.823403 1.846015 -0.548553 -0.013 -0.021 -0.019
```
Positions in Å, forces in eV/Å.

Its charge is +1. The spin multiplicity is 2. Its total energy is -10431.67063 Eh. As for the relative energy (zero: lowest compared OMol25 entry of this formula, charge and spin): 1.658 eV. As for the HOMO energy (spin up / spin down): -11.08 / -11.04 eV. Its expectation value of S² is 0.8009. The value obtained for the lowest unoccupied orbital energy (spin up / spin down) is -4.76 / -5.48 eV.

Atom-resolved charges from Mulliken, all expressed in e:
1 W -1.8971
2 C -1.1678
3 C 0.1344
4 N 0.1775
5 C -0.2618
6 C 1.2450
7 C -0.7990
8 C -1.0109
9 C -1.5266
10 C -0.1132
11 C 0.3026
12 N 1.0559
13 C 0.7718
14 C -0.8777
15 C -1.1098
16 C -0.9704
17 C 1.3335
18 C -1.5262
19 C -1.0001
20 C 0.4914
21 N 1.4526
22 C -0.7213
23 H 0.5072
24 H 0.3732
25 H 0.5000
26 H 0.4553
27 H 0.4214
28 H 0.8786
29 H 0.9060
30 H 0.4521
31 H 0.5011
32 H 0.4865
33 H 0.6766
34 H -0.2867
35 O -0.5151
36 C 0.9752
37 C -1.0067
38 C -1.0043
39 N 1.9005
40 C 0.9854
41 Br -0.1822
42 C -1.9394
43 H 0.3524
44 H 0.3942
45 H 0.4882
46 H 0.4270
47 C -1.5013
48 C 0.8363
49 C -0.7972
50 C -0.7957
51 C 0.2345
52 C -0.4956
53 C -0.4860
54 S 1.1631
55 O -0.7233
56 O -0.5788
57 N -0.2327
58 C -0.8619
59 C -0.7011
60 C 0.9676
61 O -0.4489
62 O 0.2232
63 H 0.3776
64 H 0.3687
65 H 0.2928
66 H 0.3759
67 H 0.4430
68 H 0.6049
69 H 0.5437
70 H 0.3100
71 H 0.2334
72 H 0.3540
73 H 0.2978
74 H 0.4793
75 F -0.3845
76 As 2.2783
77 F -0.5198
78 F -0.4811
79 F -0.4694
80 F -0.4590
81 F -0.4790
82 Se 0.2927
83 C 0.7757
84 C -0.3128
85 C -0.7197
86 C -0.8159
87 C -0.7456
88 C -0.4978
89 H 0.3427
90 H 0.5269
91 H 0.4249
92 H 0.5391
93 H 0.4918

---

Record 2
The following is a DFT calculation (ωB97M-V/def2-TZVPD) of a molecular structure, C39H33AsBrF6N5O5SSeW.

```
93
Properties=species:S:1:pos:R:3:forces:R:3
W 0.055645 -0.041911 -0.910693 0.392 -0.191 0.360
C 1.284631 -2.961634 2.217657 -0.028 -0.009 0.037
C 0.530671 -2.227165 1.296904 0.031 -0.001 -0.031
N 1.091512 -1.422631 0.408369 0.092 0.076 -0.105
C 2.456954 -1.326866 0.375688 -0.041 -0.121 -0.035
C 3.279750 -2.007666 1.279885 -0.006 0.010 0.051
C 2.646294 -2.848908 2.218932 0.007 0.020 -0.031
C 4.678354 -1.813649 1.195435 0.038 0.036 -0.052
C 5.180581 -0.970396 0.243844 -0.036 -0.015 0.030
C 4.344184 -0.327898 -0.695800 0.035 0.051 0.088
C 2.987108 -0.536752 -0.664560 -0.004 -0.044 -0.179
N 2.018239 -0.075701 -1.554660 0.040 -0.050 -0.040
C 2.296508 0.236879 -2.878520 -0.059 -0.037 0.058
C 3.404194 -0.066473 -3.630490 0.043 0.017 -0.062
C 3.475761 0.325959 -4.986388 0.031 -0.018 0.040
C 2.465665 1.004818 -5.602021 -0.015 0.012 -0.001
C 1.286096 1.284316 -4.873405 0.020 -0.021 0.011
C 0.150389 1.917895 -5.410975 -0.033 0.005 0.009
C -0.968719 2.095353 -4.638000 0.022 0.008 -0.047
C -0.976090 1.615926 -3.327055 0.054 -0.016 0.012
N 0.080084 1.024255 -2.793085 -0.123 0.019 0.111
C 1.218260 0.875837 -3.531638 -0.078 0.083 -0.052
H 0.768884 -3.598441 2.921010 -0.007 -0.007 -0.004
H -0.543995 -2.302468 1.264796 -0.013 -0.025 0.034
H 3.249204 -3.402303 2.927917 -0.004 -0.004 0.003
H 5.332257 -2.331839 1.884648 -0.017 0.001 -0.001
H 6.247093 -0.798424 0.186948 -0.001 0.000 0.001
H 4.786509 0.329179 -1.429481 -0.012 -0.012 -0.005
H 4.219393 -0.636818 -3.213766 -0.012 0.000 0.013
H 4.366438 0.069390 -5.544133 -0.005 0.000 -0.002
H 2.538093 1.304949 -6.638350 -0.002 0.003 0.001
H 0.167796 2.253579 -6.440397 0.005 0.002 0.002
H -1.848792 2.583561 -5.030438 -0.012 -0.004 0.020
H -1.838237 1.719112 -2.685470 -0.021 0.019 -0.023
O -6.624013 -0.361820 -3.843044 -0.010 -0.024 0.001
C -5.635195 -0.337874 -2.957807 0.039 0.116 0.019
C -5.110714 0.843397 -2.414045 -0.071 0.027 -0.046
C -4.078654 0.753639 -1.529745 -0.061 -0.009 -0.035
N -3.550641 -0.431749 -1.154622 0.081 -0.134 -0.041
C -4.081087 -1.583138 -1.626118 -0.065 -0.015 -0.079
Br -3.506384 -3.253963 -1.041253 0.012 0.047 0.065
C -5.108516 -1.554738 -2.545799 0.071 -0.048 0.059
H -6.942017 0.524896 -4.055299 0.002 0.000 0.000
H -5.502866 1.816832 -2.676599 -0.009 -0.017 -0.014
H -3.620532 1.627785 -1.087601 0.008 -0.036 0.025
H -5.508558 -2.481232 -2.929259 -0.007 0.010 -0.005
C 4.300294 -1.395268 4.979062 -0.014 0.021 -0.010
C 2.857601 -0.983712 4.872538 0.018 -0.015 0.020
C 1.878610 -1.641683 5.617574 -0.014 0.021 -0.029
C 0.556236 -1.234875 5.572865 0.071 0.003 0.010
C 0.212331 -0.149789 4.776425 -0.040 -0.052 0.079
C 1.164913 0.514284 4.016778 -0.061 0.023 0.012
C 2.481216 0.082699 4.061085 0.029 0.014 -0.019
S -1.442344 0.449954 4.831482 -0.026 -0.011 0.003
O -2.083380 -0.001851 6.027630 0.020 -0.035 -0.007
O -1.395031 1.848233 4.503235 0.006 0.016 -0.029
N -2.192535 -0.376044 3.599530 0.021 0.039 -0.025
C -2.001967 0.190783 2.265689 0.043 -0.072 0.015
C -2.928038 -0.468222 1.257564 0.031 0.092 -0.085
C -2.357442 -0.337735 -0.153688 0.063 -0.064 -0.090
O -1.428728 -1.294039 -0.443458 -0.007 0.253 0.195
O -1.709802 0.842047 -0.426879 -0.137 0.044 -0.269
H 4.747235 -0.979104 5.883903 -0.003 -0.001 0.001
H 4.879783 -1.033210 4.129789 -0.012 -0.011 0.005
H 4.402100 -2.479471 5.040892 0.009 -0.005 0.003
H 2.159887 -2.468328 6.259089 0.006 -0.004 -0.004
H -0.196661 -1.721385 6.178415 -0.015 0.010 -0.013
H 0.882359 1.376711 3.425680 0.047 -0.045 0.024
H 3.234085 0.599369 3.476468 -0.017 0.010 -0.010
H -3.156033 -0.536075 3.875217 -0.019 0.017 -0.008
H -0.957619 0.022485 1.987830 0.023 -0.012 0.007
H -2.155287 1.268131 2.253265 -0.033 0.034 0.009
H -3.921524 -0.016423 1.302316 0.009 0.000 0.044
H -3.026218 -1.536609 1.457492 -0.064 -0.013 0.002
F 0.052714 -1.519518 -2.497336 -0.212 -0.016 -0.089
As 0.408920 -3.329879 -2.926422 0.073 0.081 0.027
F -0.103471 -3.693766 -1.316374 -0.004 -0.023 0.004
F 1.995599 -3.033064 -2.317448 0.008 0.024 0.028
F 0.723530 -4.948678 -3.320890 -0.007 -0.033 -0.018
F 0.880380 -2.706164 -4.453213 -0.007 -0.027 -0.003
F -1.232686 -3.378289 -3.441748 -0.005 0.002 -0.014
Se 0.956347 1.899919 0.373289 -0.097 0.029 0.135
C -0.452346 3.208540 0.435662 0.090 0.011 -0.065
C -0.794373 3.887341 -0.728758 -0.065 0.015 0.023
C -1.810538 4.832558 -0.702204 0.031 -0.020 -0.012
C -2.469641 5.112689 0.488261 -0.019 0.020 0.019
C -2.093441 4.464545 1.655967 0.014 -0.002 -0.004
C -1.079786 3.513991 1.634976 0.018 -0.025 0.012
H -0.255303 3.692508 -1.647286 0.004 -0.007 0.001
H -2.070972 5.368837 -1.606432 0.004 0.001 0.000
H -3.252576 5.859635 0.511933 -0.001 -0.008 -0.003
H -2.579631 4.700976 2.593613 0.001 -0.004 0.003
H -0.788304 3.021845 2.555106 -0.030 0.022 -0.028
```
Positions in Å, forces in eV/Å.

Its charge is +1. The spin multiplicity is 2. Its total energy is -10431.70931 Eh. As for the relative energy (zero: lowest compared OMol25 entry of this formula, charge and spin): 0.606 eV. As for the HOMO energy (spin up / spin down): -10.04 / -10.15 eV. Its expectation value of S² is 0.7587. The value obtained for the lowest unoccupied orbital energy (spin up / spin down) is -3.92 / -4.02 eV.

Atom-resolved charges from Mulliken, all expressed in e:
1 W -0.0478
2 C -1.5089
3 C 0.2459
4 N 0.9147
5 C -0.5231
6 C 1.2777
7 C -0.8044
8 C -0.8525
9 C -1.1001
10 C -0.7399
11 C -0.0686
12 N 1.1461
13 C 0.0462
14 C -0.9904
15 C -1.0739
16 C -1.0301
17 C 1.0180
18 C -0.7453
19 C -1.5151
20 C -0.1780
21 N 1.1765
22 C 0.3109
23 H 0.5501
24 H 0.4047
25 H 0.6260
26 H 0.5989
27 H 0.4407
28 H 0.8636
29 H 0.7791
30 H 0.4276
31 H 0.4523
32 H 0.4913
33 H 0.5140
34 H 0.6522
35 O -0.5150
36 C 0.8354
37 C -0.6291
38 C -0.6787
39 N 0.7484
40 C 0.5212
41 Br 0.0319
42 C -0.6834
43 H 0.3194
44 H 0.3956
45 H 0.6186
46 H 0.5176
47 C -1.6518
48 C 0.7189
49 C -0.8025
50 C -0.7701
51 C 0.1097
52 C -0.1074
53 C -0.5287
54 S 1.3273
55 O -0.7608
56 O -0.6151
57 N -0.3857
58 C 0.3356
59 C -1.2821
60 C -0.1947
61 O -0.7029
62 O -0.4088
63 H 0.4583
64 H 0.3437
65 H 0.3715
66 H 0.4289
67 H 0.5243
68 H 0.5038
69 H 0.3645
70 H 0.3959
71 H -0.5228
72 H 0.3683
73 H 0.5001
74 H 0.4747
75 F -0.6202
76 As 2.1973
77 F -0.4441
78 F -0.4460
79 F -0.4589
80 F -0.4880
81 F -0.4833
82 Se 0.0275
83 C 0.2362
84 C -0.4709
85 C -0.7265
86 C -0.6856
87 C -0.4480
88 C -0.2901
89 H 0.6014
90 H 0.4694
91 H 0.4266
92 H 0.4925
93 H 0.3778